No. 1
{
  "formula": "C5H15NO",
  "method": "ωB97M-V with the def2-TZVPD basis set",
  "species": ["C", "N", "C", "C", "C", "C", "H", "H", "H", "H", "H", "H", "H", "H", "H", "H", "H", "H", "H", "H", "H", "O"],
  "xyz": [[-1.71, 1.48, -0.40], [-2.46, 0.31, -0.08], [0.85, -0.56, -0.37], [-0.51, -1.15, -0.80], [-1.69, -0.96, 0.17], [-1.26, -1.01, 1.65], [-1.03, 1.92, 0.36], [-2.38, 2.34, -0.53], [-1.11, 1.43, -1.31], [-2.92, 0.51, 0.80], [0.67, 0.49, -0.17], [1.55, -0.71, -1.20], [1.43, -0.98, 0.45], [-0.75, -0.69, -1.76], [-0.43, -2.23, -0.92], [-2.37, -1.80, -0.01], [-2.07, -0.87, 2.35], [-0.61, -1.88, 1.77], [-0.56, -0.17, 1.77], [5.16, 1.68, -0.13], [6.37, 1.04, -0.86], [5.82, 1.83, -0.80]],
  "smiles": "CC[C@@H](C)NC.O",
  "orbital_gap_ev": 9.4,
  "homo_energy_ev": -8.667,
  "e_above_lowest_kj_mol": 124.42,
  "e_tot_ev": -8965.0691
}

---

No. 2
{
  "formula": "C5H41N2O14",
  "method": "ωB97M-V with the def2-TZVPD basis set",
  "species": ["N", "C", "C", "N", "C", "C", "C", "O", "H", "H", "H", "H", "H", "H", "H", "H", "H", "H", "H", "H", "H", "H", "H", "H", "H", "O", "H", "H", "O", "H", "H", "O", "H", "H", "O", "H", "H", "O", "H", "H", "O", "H", "H", "O", "H", "H", "O", "H", "H", "O", "H", "H", "O", "H", "H", "O", "H", "H", "O", "H", "H", "O"],
  "xyz": [[-0.09, 3.50, -0.70], [0.76, 2.36, -1.25], [0.48, 1.05, -0.40], [0.94, -0.07, -1.22], [2.67, -1.74, -1.37], [2.34, -0.25, -1.41], [2.75, 0.23, -2.85], [2.54, 1.51, -3.38], [-1.06, 3.41, -1.14], [0.24, 4.42, -0.97], [-0.11, 3.50, 0.35], [1.79, 2.64, -1.01], [0.54, 2.27, -2.29], [1.01, 1.12, 0.56], [-0.58, 0.93, -0.46], [0.45, -0.90, -0.92], [2.55, -2.17, -0.32], [3.68, -1.99, -1.71], [1.92, -2.27, -1.87], [2.88, 0.36, -0.63], [3.80, -0.03, -2.95], [2.14, -0.38, -3.52], [3.32, 2.08, -3.37], [0.34, 2.09, 2.03], [-1.16, 1.95, 2.46], [-0.57, 2.27, 1.74], [-3.12, 3.02, -0.15], [-3.43, 2.82, -1.65], [-2.74, 3.12, -1.04], [1.14, -2.48, -4.20], [0.08, -3.03, -3.23], [0.66, -2.27, -3.39], [-0.87, 0.87, 4.28], [0.32, 0.17, 4.98], [0.01, 1.02, 4.66], [3.21, 2.53, 2.46], [3.91, 1.46, 1.55], [3.28, 2.19, 1.56], [-2.96, 1.31, 4.08], [-2.52, -0.04, 3.59], [-2.42, 0.92, 3.37], [1.65, -2.33, 2.82], [3.08, -2.75, 2.34], [2.31, -2.22, 2.13], [-3.44, -3.44, 1.44], [-3.28, -2.59, 0.05], [-3.01, -3.34, 0.59], [-2.44, -2.59, 3.05], [-1.83, -2.23, 1.69], [-2.26, -1.85, 2.47], [-0.70, -1.61, -3.17], [-0.69, -0.38, -2.26], [-1.24, -0.87, -2.87], [-2.65, 0.76, 0.74], [-3.44, 1.05, 1.99], [-3.55, 0.87, 1.05], [-3.18, -0.27, -1.10], [-2.81, -1.43, -1.87], [-3.52, -1.17, -1.23], [1.34, -3.17, 0.92], [0.97, -4.18, 0.07], [0.57, -3.77, 0.86]],
  "orbital_gap_ev": 9.2,
  "homo_energy_ev": -11.660,
  "total_charge": 1,
  "e_above_lowest_kj_mol": 496.61,
  "e_tot_ev": -37488.5749
}

---

No. 3
{
  "formula": "C35H76IN5O5P",
  "method": "ωB97M-V with the def2-TZVPD basis set",
  "species": ["C", "C", "O", "O", "C", "C", "C", "C", "C", "C", "C", "C", "N", "C", "C", "C", "C", "O", "C", "N", "I", "C", "C", "C", "C", "C", "O", "C", "C", "O", "N", "C", "N", "P", "N", "H", "H", "H", "H", "H", "H", "H", "H", "H", "H", "H", "H", "H", "H", "H", "H", "H", "H", "H", "H", "H", "H", "H", "H", "H", "H", "H", "H", "H", "H", "H", "H", "H", "H", "H", "H", "H", "H", "H", "H", "H", "H", "H", "H", "H", "H", "H", "H", "C", "C", "C", "C", "C", "C", "H", "H", "H", "H", "H", "H", "H", "H", "H", "H", "H", "H", "H", "H", "C", "C", "C", "C", "C", "C", "H", "H", "H", "H", "H", "H", "H", "H", "H", "H", "H", "H", "H", "H"],
  "xyz": [[-4.76, 2.72, 6.80], [-3.56, 3.49, 7.24], [-3.45, 3.89, 8.35], [-2.59, 3.75, 6.30], [-1.83, 2.58, 5.97], [-0.36, 2.89, 6.06], [0.47, 1.60, 5.93], [1.59, 1.70, 4.87], [1.95, 0.41, 4.10], [2.09, 0.57, 2.58], [0.79, 0.44, 1.76], [-0.04, 1.70, 1.54], [0.02, 2.10, 0.10], [1.27, 2.92, 0.02], [1.68, 3.39, -1.36], [2.66, 2.50, -2.11], [2.68, 1.04, -1.70], [3.06, 0.22, -2.80], [-1.09, 2.86, -0.27], [-1.59, 3.78, 0.61], [-1.12, 5.73, 0.22], [-2.96, 3.54, 1.11], [-3.38, 2.08, 1.11], [-4.70, 1.81, 0.36], [-4.83, 0.37, -0.12], [-4.27, -0.64, 0.84], [-4.68, -1.95, 0.46], [-3.79, -2.92, 0.80], [-3.10, -2.86, 2.13], [-3.54, -3.79, 0.02], [-1.55, 2.62, -1.46], [-2.65, 3.39, -2.05], [-3.73, 2.50, -2.45], [-0.91, 1.34, -2.57], [-0.16, 1.93, -3.78], [-4.99, 3.04, 5.80], [-5.60, 2.99, 7.41], [-4.56, 1.66, 6.85], [-2.01, 1.81, 6.70], [-2.07, 2.16, 4.99], [-0.23, 3.27, 7.06], [-0.06, 3.62, 5.32], [0.92, 1.35, 6.88], [-0.19, 0.78, 5.68], [1.32, 2.52, 4.22], [2.46, 1.99, 5.43], [1.26, -0.38, 4.35], [2.93, 0.11, 4.46], [2.55, 1.53, 2.39], [2.72, -0.24, 2.24], [0.99, 0.01, 0.80], [0.17, -0.28, 2.27], [-1.04, 1.48, 1.89], [0.32, 2.53, 2.13], [1.15, 3.81, 0.64], [2.07, 2.38, 0.48], [2.17, 4.34, -1.21], [0.83, 3.62, -1.99], [3.65, 2.88, -1.92], [2.55, 2.55, -3.18], [3.46, 0.93, -0.94], [1.78, 0.68, -1.23], [2.61, -0.61, -2.65], [-3.69, 4.12, 0.56], [-3.02, 3.95, 2.11], [-3.59, 1.78, 2.12], [-2.64, 1.38, 0.73], [-4.89, 2.53, -0.41], [-5.48, 1.96, 1.10], [-4.34, 0.20, -1.07], [-5.87, 0.11, -0.26], [-4.51, -0.42, 1.86], [-3.19, -0.59, 0.75], [-3.68, -2.38, 2.90], [-2.23, -2.23, 1.99], [-2.72, -3.81, 2.43], [-2.25, 3.81, -2.96], [-2.96, 4.23, -1.44], [-3.75, 1.71, -1.83], [-4.60, 3.00, -2.40], [-0.14, 0.45, -1.82], [-2.09, 0.72, -2.98], [0.79, 1.58, -3.81], [0.31, -4.47, 1.10], [1.09, -5.61, 1.75], [1.44, -6.73, 0.77], [0.23, -7.44, 0.15], [-0.73, -8.07, 1.15], [-0.08, -9.17, 2.00], [-0.66, -4.81, 0.71], [0.10, -3.69, 1.84], [0.87, -4.02, 0.28], [0.52, -6.01, 2.59], [2.02, -5.21, 2.16], [2.07, -7.46, 1.27], [2.05, -6.31, -0.04], [0.60, -8.22, -0.53], [-0.32, -6.74, -0.48], [-1.57, -8.51, 0.60], [-1.15, -7.31, 1.81], [0.31, -9.97, 1.37], [-0.82, -9.61, 2.68], [0.73, -8.78, 2.61], [6.45, -0.96, -7.62], [5.25, -0.40, -8.37], [4.97, 1.07, -8.05], [4.62, 1.36, -6.59], [3.41, 0.59, -6.05], [2.11, 0.92, -6.78], [6.31, -0.93, -6.54], [6.63, -2.00, -7.90], [7.36, -0.39, -7.85], [4.37, -1.01, -8.16], [5.43, -0.49, -9.44], [4.16, 1.42, -8.70], [5.84, 1.67, -8.32], [4.43, 2.43, -6.49], [5.49, 1.14, -5.96], [3.29, 0.83, -5.00], [3.60, -0.49, -6.10], [1.89, 1.99, -6.71], [1.28, 0.37, -6.34], [2.16, 0.66, -7.84]],
  "orbital_gap_ev": 7.4,
  "homo_energy_ev": -12.148,
  "total_charge": 1,
  "e_tot_ev": -72595.1785
}

---

No. 4
{
  "formula": "C13H28N4O2",
  "method": "ωB97M-V with the def2-TZVPD basis set",
  "species": ["O", "N", "O", "C", "C", "N", "N", "N", "C", "C", "C", "C", "C", "C", "C", "C", "C", "C", "C", "H", "H", "H", "H", "H", "H", "H", "H", "H", "H", "H", "H", "H", "H", "H", "H", "H", "H", "H", "H", "H", "H", "H", "H", "H", "H", "H", "H"],
  "xyz": [[2.06, 0.40, 2.48], [1.13, -3.64, -0.08], [-2.83, -0.14, 2.18], [1.90, 0.25, 1.28], [1.93, -2.98, 0.66], [1.42, -2.78, 1.86], [0.61, 0.21, 0.73], [3.13, -2.61, 0.28], [-3.77, -1.17, 2.31], [-1.40, 3.26, -3.87], [4.14, 1.15, 0.48], [-0.54, 0.15, 1.67], [3.80, -1.42, 0.87], [-1.30, 2.34, -2.60], [-2.50, 1.33, -2.51], [-2.29, 0.37, -1.32], [-2.10, 0.94, 0.06], [-1.88, -0.17, 1.10], [3.07, 0.00, 0.41], [0.31, -3.86, 0.29], [1.99, -2.10, 2.43], [0.58, -3.22, 2.28], [0.38, -0.22, -0.15], [3.47, -2.89, -0.66], [-4.58, -0.77, 1.71], [-3.35, -2.10, 1.93], [-4.19, -1.27, 3.33], [-1.32, 2.64, -4.73], [-2.35, 3.74, -4.05], [-0.59, 4.07, -3.99], [4.50, 1.09, 1.46], [5.01, 0.86, -0.15], [3.69, 2.15, 0.25], [-0.62, 1.18, 2.10], [-0.41, -0.56, 2.45], [4.79, -1.44, 0.37], [3.97, -1.53, 2.00], [-1.11, 2.96, -1.77], [-0.46, 1.73, -2.77], [-3.51, 1.76, -2.59], [-2.65, 0.75, -3.39], [-1.49, -0.17, -1.46], [-3.14, -0.25, -1.36], [-3.00, 1.44, 0.30], [-1.40, 1.73, 0.10], [-1.76, -1.14, 0.63], [2.68, -0.07, -0.56]],
  "smiles": "[H]/N=C(\\N)NC[C@H](C)C(=O)NC[C@H](CCCCC)OC",
  "orbital_gap_ev": 9.0,
  "homo_energy_ev": -8.291,
  "e_tot_ev": -23987.8939
}